{
  "formula": "C71H107AsBrCsGeN3SbSi3",
  "method": "ωB97M-V/def2-TZVPD",
  "homo_lumo_gap_ev": [4.1, 3.5],
  "e_homo_ev": [-5.08, -5.08],
  "max_force_ev_per_a": 2.9,
  "symbols": ["Cs", "Sb", "Br", "As", "Ge", "Si", "Si", "Si", "N", "N", "N", "C", "C", "C", "C", "C", "C", "C", "C", "C", "C", "C", "C", "C", "C", "C", "C", "C", "C", "C", "C", "C", "C", "C", "C", "C", "C", "C", "C", "C", "C", "C", "C", "C", "C", "C", "C", "C", "C", "C", "C", "C", "C", "C", "C", "C", "C", "C", "C", "C", "C", "C", "C", "C", "C", "C", "C", "C", "C", "C", "C", "C", "C", "C", "C", "C", "C", "C", "C", "C", "C", "C", "H", "H", "H", "H", "H", "H", "H", "H", "H", "H", "H", "H", "H", "H", "H", "H", "H", "H", "H", "H", "H", "H", "H", "H", "H", "H", "H", "H", "H", "H", "H", "H", "H", "H", "H", "H", "H", "H", "H", "H", "H", "H", "H", "H", "H", "H", "H", "H", "H", "H", "H", "H", "H", "H", "H", "H", "H", "H", "H", "H", "H", "H", "H", "H", "H", "H", "H", "H", "H", "H", "H", "H", "H", "H", "H", "H", "H", "H", "H", "H", "H", "H", "H", "H", "H", "H", "H", "H", "H", "H", "H", "H", "H", "H", "H", "H", "H", "H", "H", "H", "H", "H", "H", "H", "H", "H", "H"],
  "positions_angstrom": [[0.253404, -0.510959, -0.026838], [-3.553222, 0.797978, 0.282206], [-1.158121, -0.433021, -3.546854], [2.661156, 1.778103, -2.044060], [1.424720, -3.105910, -1.710546], [-3.085731, -1.668738, 2.588364], [-4.883913, 3.995720, 1.442945], [-5.072085, 3.028141, -1.594634], [-3.801438, 0.404985, 4.483117], [-3.269191, -1.677591, -2.301627], [-1.642596, 2.833565, 0.081041], [-6.103958, -4.006803, -3.131448], [0.247001, -4.741055, -1.527296], [-4.045290, 3.004578, 0.025667], [3.405545, -0.401888, 2.783744], [3.486446, 0.766655, -3.498031], [1.234914, 2.053346, 3.575092], [1.067379, -4.246553, 2.236783], [5.756493, 0.353939, 3.105539], [1.817022, 3.168950, -3.139652], [-0.143846, 4.576988, -0.565142], [4.517899, 0.470159, 2.194548], [2.556811, 4.180403, -3.748462], [5.512057, 2.660448, -1.963101], [2.384464, -0.196085, 3.800634], [2.551344, -7.858784, -1.079085], [3.158841, 0.964288, -4.835630], [3.034924, 1.708491, 5.337683], [-6.070598, 5.321895, 0.767528], [6.541480, 3.489176, -1.536579], [-6.900412, 2.570034, -1.347399], [-2.622173, 2.896723, 4.817281], [4.920962, -0.056754, 0.801877], [3.788043, 0.228760, -5.830891], [4.437572, -5.450145, -4.813434], [6.284785, 4.530314, -0.658539], [3.406121, -4.735669, 2.954802], [4.763155, -0.700091, -5.500966], [4.989242, 4.743733, -0.208791], [0.441524, 3.127904, -3.347219], [4.180753, 1.947947, 1.990974], [-2.505037, 4.904168, -0.691414], [-3.951244, 1.087388, 5.607244], [-2.348026, -2.571238, 1.078904], [-5.105826, 4.666208, -2.555087], [-1.918098, -2.135856, 3.998582], [1.702838, -2.866873, -3.705257], [-3.120936, 0.974831, 3.458553], [3.391322, -1.775997, 2.488015], [-5.897829, 2.996688, 2.685184], [-1.227489, 5.387692, -0.880481], [2.148176, -3.927170, 3.289644], [0.558122, 5.086052, -4.732640], [-3.404122, 2.344655, 5.825081], [-2.687155, -1.562545, -3.471260], [0.915269, -6.082997, -1.823509], [-0.412109, 3.315715, -0.076883], [-4.351134, -2.447226, -2.221914], [3.967096, 3.912899, -0.632939], [-4.255581, -2.986133, -4.526504], [-4.349769, 1.784918, -2.833794], [4.212978, 2.863191, -1.515266], [-3.126182, -2.190501, -4.624078], [1.888026, -6.529164, -0.734187], [1.897953, 1.050623, 4.538838], [1.621732, -4.347576, 4.666397], [1.823129, -1.452144, 4.060959], [2.398844, -3.980788, -4.494239], [-4.809710, -2.394829, 2.880710], [-0.186335, 4.080209, -4.137275], [3.780385, -4.362044, -3.970898], [1.932988, 5.134666, -4.537140], [-2.499271, 2.225754, 3.620485], [-4.897595, -3.130960, -3.301082], [0.811468, 0.694503, 5.566071], [5.089275, -0.910420, -4.168498], [4.439048, -0.199335, -3.172577], [-2.698135, 3.599233, -0.214587], [2.437768, -2.441178, 3.273046], [-3.570301, 5.008927, 2.369886], [-5.613896, 0.285922, 0.799035], [-3.003232, 0.188143, 2.268039], [6.602660, 0.908546, 2.682241], [6.038430, -0.693709, 3.212044], [5.034969, 2.457516, 1.537181], [5.730430, 1.855419, -2.651508], [4.676138, -0.389830, -2.129831], [3.952905, 2.457513, 2.921915], [-0.182418, -4.765719, -0.521543], [1.428245, -3.982616, 1.238043], [-1.258707, 4.036242, -4.284621], [-3.361673, 5.529957, -0.896592], [4.779648, 5.554910, 0.476539], [4.566032, -5.118044, -5.845886], [-2.441507, -3.651708, 1.208721], [1.168585, -0.036038, 6.291700], [-5.797138, -5.005936, -2.815157], [3.388423, 1.010129, 6.098265], [-0.589053, -4.577894, -2.215599], [-4.635573, -3.492863, -5.404784], [3.712363, -4.564980, 1.920630], [-3.537206, 6.029721, 1.984771], [4.230816, -4.457266, 3.611589], [-5.529166, 6.092572, 0.214669], [0.342402, 1.590556, 3.141174], [1.047261, -1.657764, 4.782752], [2.248586, -1.927502, -3.842662], [-3.257205, 1.792475, -2.816723], [-0.146601, 2.335590, -2.894313], [1.523370, -5.436342, 4.721783], [-6.848897, 4.931566, 0.111005], [-4.734869, -3.421805, 3.241675], [3.689143, -4.709502, -2.940188], [-1.951304, -3.212389, 4.181002], [2.519886, 5.919696, -4.996657], [-2.117081, 3.841507, 4.974137], [0.393933, 2.647987, 0.207466], [-1.882002, 2.606302, 2.817118], [0.918075, 2.952985, 4.117301], [-6.566897, 5.814897, 1.606629], [4.031377, -0.208328, 0.181325], [-6.772392, -3.611083, -2.367808], [2.300319, -4.021862, 5.455020], [1.350706, -6.621241, 0.213430], [-0.086242, 0.304440, 5.080630], [3.259235, -8.157099, -0.305706], [3.629995, 4.221877, -3.609509], [-2.837882, -2.306009, 0.140244], [-4.541860, 0.601980, 6.378289], [-6.654861, -4.108611, -4.064753], [0.638255, -3.914496, 4.856724], [-0.886055, -1.868305, 3.754375], [2.686788, 2.618205, 5.838876], [-5.961883, -0.575745, 0.228612], [-6.255451, 1.134070, 0.588676], [1.803517, -8.648248, -1.178977], [5.266537, -1.259813, -6.278854], [-4.673708, 2.031575, -3.847210], [5.418079, -5.712705, -4.415011], [-5.343341, -1.805633, 3.624413], [7.089903, 5.171586, -0.324570], [1.893367, 2.357264, 2.768029], [-1.285169, -2.357567, 0.987370], [-7.283401, 2.828177, -0.359313], [0.073778, 5.826745, -5.356107], [-7.508236, 3.102910, -2.080756], [-2.568276, 4.591883, 2.272876], [3.209904, -5.805427, 3.078830], [-3.805090, 5.060913, 3.433902], [1.452048, -6.037280, -2.775417], [-6.853789, 2.668699, 2.272663], [3.330975, 2.040766, 1.308958], [-7.063251, 1.502441, -1.499445], [4.408173, -3.469576, -3.959234], [-3.561068, 2.863040, 6.760249], [5.574876, 0.669261, 0.307970], [-2.191831, -1.626545, 4.921423], [5.854522, -1.629166, -3.904833], [-4.131744, 4.916262, -2.978129], [2.500167, -3.644887, -5.532747], [0.524736, 1.597571, 6.114202], [3.520274, 0.391925, -6.867114], [5.464160, -0.999124, 0.867525], [-1.066860, 6.385902, -1.267261], [2.653699, -5.761756, -0.601099], [2.955806, 4.081423, -0.275902], [3.823021, -6.352723, -4.823112], [0.821617, -5.316266, 2.247123], [-2.604978, -2.062896, -5.561806], [-5.372566, 2.118385, 3.057553], [3.092232, -7.784098, -2.025067], [0.710479, -2.704271, -4.134460], [0.158157, -3.681652, 2.453225], [2.406916, 1.693468, -5.108632], [5.548321, 0.742680, 4.101994], [4.042914, -2.274703, 1.782780], [-5.445632, 5.509886, -1.953085], [3.885817, 1.966158, 4.715063], [2.818063, -3.657360, -1.247475], [-6.116128, 3.636673, 3.543113], [-5.672787, 0.051546, 1.859435], [-4.680176, 0.768310, -2.611169], [7.549323, 3.314720, -1.891094], [0.138836, -6.848678, -1.931048], [0.873014, 4.919555, -0.695035], [-5.807566, 4.553962, -3.384002], [-4.805583, -2.511455, -1.236803], [-5.393740, -2.400453, 1.958007], [1.767742, -4.873884, -4.511354]],
  "forces_ev_per_angstrom": [[0.17, 0.82, 0.87], [-0.27, 0.30, 0.02], [0.12, 0.10, -0.06], [0.27, 0.35, -0.27], [0.94, -2.31, -1.43], [0.55, -0.85, 0.29], [-0.17, 0.35, 0.27], [-0.31, -0.10, -0.54], [0.00, -0.02, -0.26], [0.21, -0.04, -0.05], [0.06, -0.15, 0.16], [0.07, -0.06, 0.06], [-0.52, 0.61, 0.20], [-0.24, -0.30, 0.18], [-0.70, 0.59, 0.17], [0.00, -0.13, -0.02], [0.03, 0.06, 0.15], [0.10, -0.23, 0.22], [0.03, 0.19, -0.18], [-0.14, -0.07, -0.03], [-0.03, 0.10, 0.10], [0.00, -0.21, 0.19], [0.07, 0.01, 0.04], [-0.10, -0.10, -0.06], [0.48, 0.34, -0.54], [-0.05, 0.12, 0.06], [-0.10, 0.02, 0.05], [-0.11, 0.04, -0.04], [0.17, -0.21, -0.08], [0.04, 0.03, 0.05], [0.25, 0.01, 0.11], [-0.09, 0.01, 0.20], [0.07, 0.12, 0.10], [0.00, -0.05, -0.01], [-0.03, 0.13, 0.08], [0.01, -0.02, -0.02], [-0.16, -0.04, 0.06], [0.01, 0.01, -0.03], [0.00, 0.08, -0.02], [0.11, -0.17, -0.01], [0.12, -0.19, 0.01], [-0.06, -0.06, 0.01], [-0.17, 0.08, 0.03], [-0.40, 0.20, 0.12], [0.18, -0.05, 0.35], [-0.29, 0.29, -0.20], [-0.37, 0.58, 0.19], [0.37, 0.42, 0.70], [-0.17, -0.55, -0.22], [0.16, -0.02, -0.27], [0.09, -0.03, 0.06], [-0.16, 0.29, -0.16], [0.03, 0.02, -0.01], [0.14, 0.02, -0.11], [-0.25, -0.11, 0.17], [0.40, 0.14, 0.14], [0.14, 0.11, 0.00], [-0.04, 0.02, -0.04], [-0.16, -0.06, -0.11], [0.08, 0.07, 0.13], [-0.06, 0.17, 0.28], [-0.01, 0.00, 0.12], [0.06, 0.00, -0.18], [-0.01, -0.14, -0.19], [0.09, -0.10, -0.09], [0.03, -0.14, -0.11], [-0.24, -0.63, -0.06], [0.14, -0.12, 0.36], [0.17, 0.33, -0.20], [-0.11, -0.01, -0.07], [-0.14, -0.16, -0.16], [-0.04, 0.01, 0.03], [0.10, -0.25, -0.17], [-0.03, 0.01, -0.02], [0.01, 0.13, 0.00], [0.05, -0.02, -0.01], [-0.09, 0.00, 0.15], [0.21, 0.19, -0.19], [0.05, 0.18, 0.00], [-0.05, -0.17, -0.14], [0.03, -0.12, -0.07], [-0.41, -0.15, -0.29], [0.04, 0.00, 0.05], [0.00, -0.02, -0.01], [-0.01, 0.00, -0.01], [0.04, 0.01, -0.01], [0.07, 0.00, -0.03], [-0.08, 0.06, -0.05], [-0.01, 0.03, -0.02], [0.00, 0.01, 0.01], [0.00, -0.02, 0.00], [0.01, 0.00, 0.00], [-0.02, -0.02, 0.02], [0.01, -0.04, -0.02], [0.00, -0.01, 0.06], [0.00, -0.04, -0.02], [-0.05, -0.01, -0.01], [0.01, 0.00, 0.01], [0.00, 0.04, 0.02], [-0.01, -0.01, -0.01], [0.07, 0.02, 0.01], [-0.02, 0.01, -0.04], [0.01, 0.02, -0.01], [0.02, 0.02, 0.03], [0.00, -0.02, -0.03], [0.01, 0.07, 0.07], [0.00, -0.01, -0.01], [0.02, -0.03, -0.03], [-0.05, 0.07, 0.04], [-0.04, -0.01, 0.00], [-0.02, 0.01, 0.03], [0.11, -0.02, -0.01], [0.08, 0.02, 0.04], [-0.02, -0.04, -0.06], [0.01, -0.01, -0.02], [-0.02, 0.02, -0.05], [0.13, 0.02, 0.02], [-0.10, 0.05, -0.04], [-0.04, 0.02, -0.03], [0.03, -0.02, 0.06], [0.01, -0.01, -0.02], [-0.03, 0.00, -0.02], [0.01, 0.02, 0.01], [0.04, 0.08, 0.02], [0.01, -0.07, 0.01], [0.01, -0.03, -0.01], [0.00, 0.02, 0.02], [0.05, 0.02, -0.12], [0.04, 0.02, 0.02], [-0.03, 0.02, 0.00], [0.01, 0.06, 0.05], [0.00, 0.01, 0.00], [0.01, 0.01, 0.01], [0.02, 0.00, -0.04], [-0.03, -0.04, 0.01], [0.03, -0.03, -0.02], [0.00, -0.01, 0.00], [-0.05, 0.04, 0.00], [0.01, -0.04, -0.04], [-0.03, 0.01, 0.03], [0.00, 0.00, 0.01], [-0.03, 0.01, 0.00], [-0.08, -0.25, 0.13], [-0.04, -0.02, -0.01], [-0.02, 0.01, 0.03], [0.03, 0.04, -0.03], [0.01, 0.06, 0.03], [0.02, -0.02, -0.06], [-0.07, 0.00, 0.00], [-0.04, -0.08, -0.03], [0.01, -0.01, -0.04], [-0.02, 0.08, 0.01], [0.01, -0.02, 0.02], [0.02, 0.00, 0.10], [0.03, -0.05, 0.05], [0.03, -0.02, -0.02], [0.02, -0.02, 0.05], [-0.01, -0.01, 0.02], [0.00, -0.01, -0.02], [-0.06, -0.01, -0.01], [-0.01, 0.02, -0.01], [0.00, 0.00, 0.00], [-0.07, -0.06, -0.04], [-0.03, 0.02, 0.02], [-0.01, -0.01, 0.12], [0.04, 0.02, 0.08], [0.02, -0.03, -0.03], [-0.06, 0.02, -0.09], [0.01, 0.03, 0.01], [-0.01, -0.02, 0.02], [0.02, -0.04, -0.01], [0.02, 0.06, 0.04], [-0.01, 0.00, -0.03], [0.02, 0.03, -0.02], [0.00, 0.02, 0.01], [0.10, 0.03, 0.03], [0.00, 0.01, -0.04], [0.03, 0.02, 0.03], [-0.18, 0.59, 0.34], [0.03, 0.08, -0.03], [-0.01, 0.01, 0.00], [0.06, -0.05, -0.03], [0.00, 0.00, -0.01], [-0.02, 0.04, -0.06], [0.01, -0.02, -0.02], [-0.02, -0.10, 0.00], [-0.03, -0.05, -0.02], [-0.05, -0.03, 0.02], [-0.01, 0.01, -0.08]],
  "mulliken_charge": [1.7009, -0.5616, -0.0866, 1.6660, -0.2361, 0.1326, 0.6170, 0.9801, -0.3926, 0.3515, 0.6512, -1.5093, -0.6016, 2.2614, -0.0042, 0.7322, -0.6221, -0.3262, -2.0186, 0.0750, -0.1555, 2.8457, -0.1516, -0.4790, -0.7993, -1.5615, -0.9117, -1.9117, -1.2319, -0.6221, -1.3504, -0.6808, -2.2220, -0.8066, -1.7357, -0.7772, -2.0132, -0.6049, -0.4897, -0.4753, -1.2059, -0.4809, -0.5266, 0.6499, -1.3725, -0.5597, 0.3212, 1.0838, -0.9004, -0.7340, -1.7292, 3.0105, -0.7374, -1.0906, 0.2282, -0.6058, -0.8456, -0.4041, -0.4161, -0.6481, -0.9793, 0.6000, -0.6788, 0.4504, 3.1020, -1.9401, -0.1846, -1.1399, -1.1966, -0.5925, 1.1441, -0.6723, 0.7971, 0.6149, -2.4430, -0.7476, -0.0189, -1.6363, -1.3827, -1.0799, -1.1491, -0.6087, 0.4718, 0.3815, 0.6225, 0.4716, -0.0424, 0.3424, 0.1970, -0.2272, 0.4891, 0.6965, 0.4314, 0.3893, 0.5919, 0.4686, 0.2894, 0.3767, 0.5298, 0.4205, 0.1882, 0.4224, 0.4103, 0.3055, -0.3386, 0.6921, -0.7169, -0.0352, 0.2028, 0.4595, 0.2703, 0.4399, 0.0569, 0.5912, 0.4003, 0.5723, 0.2813, 0.1904, 0.7293, 0.4103, 0.2142, 0.3844, 0.4038, 0.2256, 0.2538, 0.4193, 0.4456, -0.6256, 0.5042, 0.4027, 0.1867, -0.3321, 0.4267, 0.4140, 0.1536, 0.3407, 0.3585, 0.6004, 0.4210, 0.2873, 0.3365, -0.4857, -1.1424, 0.3444, 0.3767, 0.4537, 0.1297, 0.4628, 0.4879, -0.0313, 0.3399, -0.3068, 0.3600, -0.4075, 0.4596, 0.5820, 0.5845, 0.5408, 0.3095, 0.5161, 0.4840, 0.4340, 0.5915, 0.4321, -0.0560, -0.0619, 0.3383, 0.4270, 0.5421, -0.0163, 0.2664, 0.3628, -0.7115, 0.3559, 0.3297, 0.2791, 0.3797, 0.3066, -0.2799, 0.4554, 0.4319, 0.1488, 0.4234, 0.4591, 0.5141, 0.4831, 0.2730, 0.2647, 0.3456]
}